(1)
Molecular formula: C56H128F5N8O11S3
Method: DFT, ωB97M-V/def2-TZVPD

```
211
Properties=species:S:1:pos:R:3:mulliken_spin:R:1
C 0.03 -1.64 -0.31 0.000
F 1.11 -1.25 -0.97 0.000
F -0.86 -2.19 -1.17 0.001
F 0.32 -2.50 0.66 0.000
S -0.82 -0.07 0.42 0.000
O -2.21 -0.39 0.76 -0.001
O -0.11 0.46 1.60 0.000
O -0.69 0.92 -0.68 0.001
C -4.37 -1.49 7.31 0.000
C -3.69 -0.46 6.37 0.000
N -3.96 -0.64 4.81 0.000
C -3.29 -1.82 4.17 0.000
C -5.50 -0.80 4.59 0.000
C -6.01 -0.83 3.13 0.000
C -3.37 0.66 4.14 0.000
C -4.14 2.08 4.37 0.000
O -5.50 2.15 4.11 0.000
C -6.15 3.33 4.58 0.000
H -5.45 -1.40 7.38 0.000
H -3.95 -1.40 8.31 0.000
H -4.18 -2.50 6.95 0.000
H -2.63 -0.52 6.59 0.000
H -4.00 0.52 6.74 0.000
H -3.50 -1.79 3.10 0.000
H -3.58 -2.82 4.49 0.000
H -2.28 -2.02 4.51 0.000
H -6.06 -0.07 5.17 0.000
H -5.67 -1.78 5.03 0.000
H -7.10 -0.88 3.09 0.000
H -5.68 -1.66 2.50 0.000
H -5.76 0.05 2.53 0.000
H -3.43 0.64 3.06 0.000
H -2.31 0.72 4.38 0.000
H -3.56 2.82 3.83 0.000
H -4.13 2.30 5.44 0.000
H -6.22 3.25 5.66 0.000
H -7.06 3.62 4.07 0.000
H -5.43 4.13 4.44 0.000
C 6.84 4.52 -1.46 0.000
C 5.89 3.65 -0.54 0.000
N 6.66 2.51 0.22 0.000
C 7.55 1.79 -0.81 0.000
C 7.59 3.18 1.28 0.000
C 8.52 2.16 1.98 0.000
C 5.61 1.48 0.78 0.000
C 4.52 2.02 1.69 0.000
O 3.50 2.34 0.82 0.000
C 2.63 1.30 0.41 0.000
H 7.04 3.89 -2.33 0.000
H 7.76 4.93 -1.05 0.000
H 6.24 5.35 -1.84 0.000
H 5.03 3.18 -1.03 0.000
H 5.56 4.41 0.17 0.000
H 6.93 1.29 -1.55 0.000
H 7.95 0.95 -0.23 0.000
H 8.25 2.45 -1.32 0.000
H 6.93 3.59 2.05 0.000
H 8.22 3.92 0.79 0.000
H 8.12 1.40 2.64 0.000
H 9.28 2.75 2.50 0.000
H 9.07 1.58 1.24 0.000
H 6.25 0.73 1.26 0.000
H 5.27 0.90 -0.07 0.000
H 4.79 2.90 2.26 0.000
H 4.12 1.40 2.50 0.000
H 2.36 0.53 1.13 0.000
H 3.15 0.80 -0.41 0.000
H 1.70 1.70 0.02 0.000
C 1.11 -2.56 7.38 0.000
C 0.78 -2.20 5.90 0.000
O 0.54 -3.10 5.09 0.000
N 1.03 -0.73 5.52 0.000
H 0.57 -0.06 6.12 0.000
H 1.97 -0.45 5.76 0.000
C 1.10 -0.41 3.98 0.000
H 0.23 -2.14 7.85 0.000
H 1.93 -1.92 7.71 0.000
H 1.26 -3.61 7.65 0.000
H 0.13 -0.76 3.63 0.000
H 1.83 -1.03 3.46 0.000
H 1.34 0.64 3.83 0.000
C -4.43 -0.53 -1.31 0.002
C -5.26 -0.28 -2.51 0.000
O -5.13 0.75 -3.16 0.000
N -6.31 -1.31 -2.80 0.005
H -5.88 -2.14 -3.19 -0.015
H -6.65 -1.79 -1.98 0.003
C -7.62 -0.86 -3.52 0.000
H -3.93 -1.49 -1.23 -0.001
H -4.98 -0.54 -0.37 -0.001
H -3.65 0.23 -1.30 -0.001
H -7.32 -0.61 -4.53 0.000
H -8.04 -0.16 -2.80 0.000
H -8.12 -1.83 -3.51 0.000
C -4.41 2.62 0.67 0.000
C -3.09 3.09 -0.12 0.000
C -2.16 4.02 0.63 0.000
C -0.79 4.17 -0.13 -0.001
N 0.37 4.98 0.51 -0.001
C -0.14 6.39 0.78 0.000
C 0.90 7.40 0.33 0.000
C 1.95 6.62 -0.24 0.000
C 1.41 5.27 -0.57 0.000
C 0.87 4.33 1.78 0.001
C 2.24 4.81 2.34 0.000
C 2.59 4.07 3.62 0.000
H -4.37 1.75 1.32 0.000
H -5.04 2.40 -0.19 0.000
H -4.80 3.42 1.30 0.000
H -3.35 3.43 -1.12 0.000
H -2.48 2.26 -0.47 0.000
H -2.05 3.59 1.63 0.000
H -2.56 5.01 0.84 0.000
H -1.01 4.79 -1.00 0.000
H -0.32 3.22 -0.36 0.001
H -0.43 6.47 1.83 0.000
H -0.94 6.57 0.06 0.000
H 1.19 7.99 1.20 0.000
H 0.63 8.21 -0.35 0.000
H 2.87 6.59 0.34 0.000
H 2.32 7.13 -1.13 0.000
H 2.16 4.49 -0.43 0.000
H 0.83 5.26 -1.49 0.000
H 1.06 3.30 1.48 -0.001
H 0.08 4.20 2.52 0.000
H 2.06 5.84 2.67 0.000
H 3.07 4.72 1.64 0.000
H 1.77 4.12 4.34 0.000
H 3.52 4.26 4.15 0.000
H 2.52 3.00 3.44 0.000
C 1.54 -1.81 -4.36 0.000
C 0.03 -1.95 -4.42 0.000
C -0.82 -0.66 -4.54 0.001
C -0.55 0.29 -5.69 0.000
N -1.26 1.69 -5.94 0.000
C -0.53 2.87 -5.21 0.000
C -0.99 2.84 -3.69 0.000
C -2.37 2.34 -3.70 0.000
C -2.61 1.75 -5.10 0.000
C -1.56 2.05 -7.39 0.000
C -0.34 2.24 -8.39 0.000
C -0.90 2.56 -9.74 0.000
H 1.93 -2.83 -4.30 0.000
H 1.72 -1.26 -3.44 0.000
H 1.89 -1.27 -5.24 0.000
H -0.19 -2.43 -3.47 0.001
H -0.16 -2.67 -5.23 0.000
H -0.59 -0.09 -3.64 0.000
H -1.91 -0.74 -4.50 0.001
H -0.51 -0.25 -6.64 0.000
H 0.46 0.70 -5.65 0.000
H -0.70 3.81 -5.74 0.000
H 0.54 2.73 -5.37 0.000
H -1.04 3.85 -3.28 0.000
H -0.26 2.24 -3.15 0.000
H -3.06 3.18 -3.69 0.000
H -2.62 1.53 -3.02 0.000
H -3.34 2.38 -5.60 0.000
H -3.14 0.80 -5.12 0.000
H -2.22 2.92 -7.41 0.000
H -2.21 1.22 -7.67 0.000
H 0.20 1.29 -8.40 0.000
H 0.37 2.95 -7.98 0.000
H -0.16 2.65 -10.53 0.000
H -1.37 3.55 -9.75 0.000
H -1.68 1.86 -10.03 0.000
C 4.83 -3.75 2.60 0.000
C 3.32 -3.72 2.71 0.001
C 2.56 -4.73 1.85 0.000
C 2.80 -4.94 0.30 -0.001
N 2.08 -6.20 -0.36 0.000
C 2.49 -6.33 -1.88 0.000
C 1.31 -5.75 -2.68 0.000
C 0.37 -5.10 -1.69 0.008
C 0.56 -5.81 -0.38 0.000
C 2.45 -7.57 0.44 0.000
C 3.98 -7.78 0.68 0.000
C 4.09 -9.01 1.58 0.000
H 5.40 -4.23 3.40 0.000
H 5.21 -2.78 2.29 0.000
H 5.03 -4.23 1.65 0.000
H 2.91 -2.82 2.26 -0.001
H 3.08 -3.72 3.77 0.000
H 1.51 -4.51 2.07 0.000
H 2.74 -5.71 2.29 0.000
H 3.88 -4.97 0.16 0.000
H 2.53 -4.09 -0.32 0.000
H 2.69 -7.39 -2.02 0.000
H 3.49 -5.92 -1.97 0.000
H 1.02 -6.55 -3.37 0.000
H 1.73 -4.94 -3.28 0.000
H -0.64 -5.07 -2.11 -0.009
H 0.63 -4.04 -1.71 -0.001
H 0.04 -6.77 -0.39 0.000
H 0.22 -5.28 0.51 0.000
H 1.96 -8.41 -0.05 0.000
H 1.82 -7.56 1.33 0.000
H 4.37 -6.89 1.18 0.000
H 4.44 -7.79 -0.30 0.000
H 3.51 -9.84 1.18 0.000
H 3.57 -8.63 2.46 0.000
H 5.14 -9.26 1.68 0.000
N -5.11 -3.44 -3.67 0.208
S -5.93 -4.61 -4.62 -0.059
O -6.50 -5.75 -3.97 0.067
O -5.43 -4.82 -6.01 0.330
F -7.16 -3.71 -5.01 0.007
S -3.89 -4.26 -3.43 -0.062
O -3.20 -4.80 -4.60 0.317
O -3.73 -5.04 -2.19 0.213
F -2.86 -2.99 -3.08 -0.017
```

As for the expectation value of S²: 0.76. The calculation puts the HOMO energy (alpha / beta) at -20.3437 / -20.3437 eV. The calculation puts the LUMO energy (alpha / beta) at -11.628 / -16.973 eV. As for the orbital gap (alpha / beta): 8.72 / 3.37 eV. Its net charge is +6. As for the spin multiplicity: 2.

***

(2)
Molecular formula: C2H11NSi2
Method: DFT, ωB97M-V/def2-TZVPD

```
16
Properties=species:S:1:pos:R:3:nbo_charge:R:1
C -1.31 -0.64 1.19 -0.610
C -0.26 0.51 1.14 -0.203
N 0.30 0.49 -0.15 -1.207
Si 1.72 -1.11 -0.33 0.985
Si -0.17 1.28 -1.51 1.146
H -0.71 -1.47 1.10 0.184
H -1.76 -0.76 2.13 0.204
H -1.97 -0.60 0.27 0.212
H -0.77 1.49 1.55 0.193
H 0.55 0.29 1.79 0.171
H 1.61 -1.90 0.91 -0.153
H 2.93 -0.33 -0.66 -0.141
H 1.21 -2.05 -1.44 -0.147
H -1.16 0.64 -2.51 -0.223
H -1.07 2.47 -1.16 -0.193
H 0.87 1.68 -2.30 -0.218
```

The calculation puts the HOMO energy at -8.6441 eV. The calculation puts the LUMO energy at 0.380 eV. As for the orbital gap: 9.02 eV. As for the spin multiplicity: 1.

***

(3)
Molecular formula: C4H8N2O2S
Method: DFT, ωB97M-V/def2-TZVPD

```
17
Properties=species:S:1:pos:R:3:nbo_charge:R:1
C -0.92 2.60 -0.48 -0.105
C 1.59 -0.97 -0.65 -0.185
C -1.08 0.59 0.74 -0.080
C 1.34 -2.22 0.22 -0.719
N -0.85 1.92 0.60 -0.383
N -1.19 -0.40 -0.20 0.454
O -1.41 -1.53 0.18 -0.436
O -1.28 -0.16 -1.44 -0.503
S 2.43 0.29 0.01 -0.067
H -1.15 2.10 -1.41 0.254
H -0.50 3.61 -0.41 0.199
H 1.19 -0.94 -1.61 0.196
H -1.01 0.30 1.81 0.207
H 1.73 -2.13 1.18 0.219
H 1.58 -3.16 -0.21 0.229
H 0.17 -2.24 0.15 0.286
H -0.64 2.33 1.50 0.435
```

The calculation puts the HOMO energy at -8.4108 eV. The calculation puts the LUMO energy at -0.670 eV. As for the orbital gap: 7.74 eV. As for the spin multiplicity: 1.

***

(4)
Molecular formula: C17H20Br2O2RhS2
Method: DFT, ωB97M-V/def2-TZVPD

```
44
Properties=species:S:1:pos:R:3:nbo_charge:R:1
Rh 1.02 -0.62 -0.44 1.029
Br 3.52 -0.96 -0.42 0.312
C 3.33 -1.73 1.36 -0.484
Br 1.41 -1.68 1.75 0.360
H 3.85 -1.11 2.08 0.281
H 3.67 -2.76 1.34 0.284
O -0.93 -0.89 -0.63 -0.930
S -2.26 -1.15 0.19 1.305
C -2.94 0.51 0.48 -0.583
C -1.90 1.62 0.58 -0.430
C -1.51 2.20 -0.78 -0.425
C -0.32 3.15 -0.68 -0.581
S 1.34 2.43 -0.58 1.283
O 1.28 1.15 0.35 -0.788
C 1.65 1.70 -2.16 -0.157
C 1.09 0.44 -2.48 -0.435
C 1.49 -0.21 -3.65 -0.090
C 2.39 0.41 -4.51 -0.170
C 2.91 1.66 -4.19 -0.075
C 2.57 2.30 -2.99 -0.209
C -1.85 -1.77 1.78 -0.373
C -1.93 -3.16 1.87 -0.169
C -1.68 -3.77 3.09 -0.186
C -1.36 -2.99 4.20 -0.122
C -1.30 -1.60 4.10 -0.214
C -1.54 -0.98 2.89 -0.165
H -3.54 0.40 1.38 0.286
H -3.63 0.66 -0.35 0.276
H -1.01 1.26 1.10 0.210
H -2.32 2.41 1.20 0.264
H -2.34 2.78 -1.19 0.271
H -1.32 1.42 -1.51 0.209
H -0.37 3.78 0.21 0.279
H -0.22 3.82 -1.54 0.289
H 0.12 0.11 -2.06 0.296
H 1.06 -1.17 -3.91 0.263
H 2.68 -0.07 -5.43 0.277
H 3.61 2.14 -4.86 0.275
H 3.03 3.25 -2.73 0.272
H -2.22 -3.76 1.01 0.254
H -1.75 -4.85 3.18 0.265
H -1.19 -3.46 5.15 0.262
H -1.08 -1.01 4.97 0.259
H -1.53 0.10 2.83 0.224
```

The calculation puts the HOMO energy (alpha / beta) at -18.4004 / -18.4004 eV. The calculation puts the LUMO energy (alpha / beta) at -12.467 / -12.470 eV. As for the orbital gap (alpha / beta): 5.93 / 5.93 eV. Its net charge is +3. As for the spin multiplicity: 1.

***

(5)
Molecular formula: C33H61FN2O16S
Method: DFT, ωB97M-V/def2-TZVPD

```
114
Properties=species:S:1:pos:R:3:mulliken_charge:R:1
O 4.53 -9.04 -2.76 -0.488
S 5.43 -9.79 -3.64 1.215
O 5.06 -9.53 -5.02 -0.529
F 5.16 -11.38 -3.41 -0.250
N 7.08 -9.41 -3.32 -0.376
C 7.73 -9.26 -4.61 0.131
C 7.83 -8.03 -5.40 -0.165
C 8.50 -8.05 -6.67 -0.280
N 9.07 -9.08 -7.36 -0.543
C 8.93 -10.21 -6.60 -0.216
C 8.34 -10.40 -5.30 -0.186
H 7.13 -8.51 -2.83 0.456
H 7.41 -7.08 -4.99 0.280
H 8.56 -7.06 -7.20 0.311
H 9.34 -11.14 -7.08 0.311
H 8.34 -11.40 -4.82 0.321
C 2.22 -6.51 -3.67 -1.022
C 2.02 -6.60 -2.17 -0.208
O 2.00 -5.29 -1.58 -0.404
C 0.91 -4.52 -1.50 0.734
C -0.31 -4.89 -2.31 -0.812
O 0.93 -3.51 -0.84 -0.553
H 1.41 -5.98 -4.16 0.312
H 2.29 -7.51 -4.10 0.282
H 3.14 -5.97 -3.90 0.339
H 1.13 -7.16 -1.91 0.413
H 2.86 -7.13 -1.73 0.219
H -0.27 -4.37 -3.27 0.233
H -1.20 -4.58 -1.77 0.339
H -0.41 -5.96 -2.48 0.186
C 2.96 -1.30 -0.38 -0.978
C 3.24 0.14 0.00 0.088
O 4.49 0.58 -0.55 -0.392
C 4.62 1.08 -1.79 0.734
C 3.49 0.92 -2.77 -0.882
O 5.66 1.60 -2.13 -0.594
H 2.86 -1.42 -1.46 0.161
H 2.04 -1.65 0.09 0.384
H 3.78 -1.95 -0.06 0.302
H 2.43 0.81 -0.27 -0.029
H 3.35 0.21 1.09 0.354
H 3.65 0.01 -3.35 0.267
H 3.49 1.78 -3.44 0.298
H 2.51 0.89 -2.31 0.303
C 2.99 5.68 0.01 -1.199
C 1.48 5.54 0.00 -0.321
O 1.09 4.20 -0.37 -0.288
C 0.99 3.17 0.48 0.953
C 1.59 3.31 1.86 -1.248
O 0.50 2.13 0.13 -0.620
H 3.45 5.02 0.74 0.297
H 3.28 6.71 0.23 0.379
H 3.40 5.40 -0.97 0.311
H 1.03 5.83 0.95 0.389
H 1.06 6.20 -0.76 0.338
H 2.61 2.92 1.85 0.245
H 0.99 2.72 2.56 0.353
H 1.59 4.33 2.24 0.436
C -2.36 4.87 -1.80 -0.996
C -2.57 4.80 -0.30 -0.116
O -2.58 6.11 0.28 -0.315
C -3.67 6.89 0.37 0.844
C -4.90 6.52 -0.43 -1.173
O -3.64 7.90 1.02 -0.553
H -3.19 5.40 -2.29 0.370
H -2.29 3.87 -2.23 0.373
H -1.45 5.42 -2.03 0.211
H -3.46 4.23 -0.03 0.365
H -1.72 4.28 0.15 0.005
H -4.87 7.04 -1.39 0.271
H -5.78 6.84 0.12 0.317
H -5.02 5.45 -0.60 0.390
C -4.18 5.39 6.41 -1.046
C -3.88 6.83 6.79 0.314
O -2.63 7.26 6.24 -0.401
C -2.49 7.76 5.00 0.622
C -3.62 7.60 4.01 -0.479
O -1.44 8.26 4.66 -0.602
H -4.27 5.28 5.32 0.236
H -5.10 5.06 6.87 0.336
H -3.36 4.74 6.72 0.341
H -4.69 7.51 6.51 -0.158
H -3.78 6.90 7.87 0.357
H -3.47 6.69 3.43 0.091
H -3.62 8.46 3.34 0.326
H -4.61 7.58 4.48 0.126
C -6.70 12.01 6.72 -0.998
C -6.70 11.05 5.55 -0.432
O -6.33 9.72 5.98 -0.377
C -7.20 8.82 6.47 0.900
C -8.58 9.28 6.88 -1.244
O -6.85 7.68 6.64 -0.551
H -7.44 11.73 7.47 0.279
H -6.92 13.03 6.38 0.366
H -5.73 12.01 7.22 0.315
H -7.64 11.04 5.01 0.352
H -5.93 11.35 4.84 0.345
H -8.57 9.53 7.95 0.282
H -9.27 8.46 6.72 0.326
H -8.95 10.12 6.31 0.350
C -0.59 -12.41 -1.20 -0.967
C -1.49 -11.23 -1.53 -0.425
O -0.71 -10.04 -1.75 -0.384
C -0.17 -9.71 -2.93 0.819
C -0.09 -10.74 -4.02 -1.166
O 0.32 -8.62 -3.08 -0.517
H 0.07 -12.65 -2.03 0.273
H -1.19 -13.30 -0.98 0.354
H 0.04 -12.19 -0.34 0.305
H -2.15 -11.43 -2.37 0.370
H -2.13 -11.02 -0.67 0.309
H 0.87 -11.25 -3.97 0.252
H -0.17 -10.23 -4.98 0.324
H -0.90 -11.47 -4.00 0.391
```

The calculation puts the HOMO energy at -9.3969 eV. The calculation puts the LUMO energy at -0.494 eV. As for the orbital gap: 8.90 eV. As for the spin multiplicity: 1.

***

(6)
Molecular formula: HIO
Method: DFT, ωB97M-V/def2-TZVPD

```
3
Properties=species:S:1:pos:R:3:nbo_charge:R:1
O 0.31 -0.62 0.02 -0.699
I -0.51 -0.52 -1.60 0.667
H 0.20 1.14 1.58 0.032
```

The calculation puts the HOMO energy (alpha / beta) at -9.6818 / -9.3739 eV. The calculation puts the LUMO energy (alpha / beta) at -0.474 / -2.314 eV. As for the orbital gap (alpha / beta): 9.21 / 7.06 eV. As for the spin multiplicity: 1.

***

(7)
Molecular formula: C3H10N2O3
Method: DFT, ωB97M-V/def2-TZVPD

```
18
Properties=species:S:1:pos:R:3:nbo_charge:R:1
N -0.75 0.79 -1.37 -0.814
C 0.15 0.08 -0.42 -0.133
C 1.63 0.22 -0.64 -0.083
O 1.87 -0.05 -1.98 -0.731
C -0.27 0.76 0.98 0.416
N -0.72 -0.31 1.95 -0.639
O -0.10 2.06 0.91 -0.561
H -0.80 1.69 -0.97 0.361
H -0.27 0.87 -2.24 0.369
H -0.05 -0.99 -0.55 0.226
H 2.01 -0.62 -0.07 0.155
H 2.13 1.11 -0.23 0.172
H 2.84 0.02 -2.23 0.484
H -1.28 0.09 2.71 0.368
H 0.35 0.41 1.89 0.410
H -2.72 -2.68 0.80 0.465
H -2.01 -1.33 1.00 0.470
O -2.00 -2.14 0.45 -0.935
```

The calculation puts the HOMO energy at -9.3703 eV. The calculation puts the LUMO energy at -0.701 eV. As for the orbital gap: 8.67 eV. As for the spin multiplicity: 1.

***

(8)
Molecular formula: C27H35CrN4O8S2
Method: DFT, ωB97M-V/def2-TZVPD

```
77
Properties=species:S:1:pos:R:3:mulliken_spin:R:1
Cr 0.13 -0.01 1.23 3.909
O 2.48 -2.45 3.82 0.002
C 1.66 -1.54 3.31 0.032
O 1.49 -1.43 2.11 -0.032
C 1.08 -0.65 4.37 -0.002
O 0.04 0.16 3.92 0.011
C -1.28 -0.39 4.17 0.014
C -1.69 -1.47 3.17 0.023
O -2.46 -2.34 3.52 0.009
O -1.20 -1.33 1.99 -0.074
H 2.85 -2.98 3.10 0.000
H 0.80 -1.26 5.23 -0.002
H 1.90 0.00 4.69 -0.007
H -1.34 -0.79 5.18 -0.001
H -1.97 0.44 4.05 -0.007
O -2.89 1.05 1.86 0.013
S -2.24 2.24 1.40 0.074
O -2.18 3.37 2.28 -0.002
N -0.77 1.81 0.88 -0.032
C 0.12 2.84 0.53 -0.023
C -0.16 4.16 0.26 0.020
C 0.87 5.07 -0.08 -0.010
C 2.18 4.70 -0.14 0.015
C 2.52 3.36 0.12 -0.002
C 3.84 2.88 0.10 0.022
C 4.10 1.57 0.39 -0.004
C 3.03 0.72 0.70 0.073
N 1.77 1.12 0.72 -0.133
C 1.50 2.44 0.45 0.046
C -3.11 2.78 -0.05 0.003
C -2.84 2.21 -1.29 0.012
C -3.56 2.62 -2.40 0.000
C -4.56 3.59 -2.26 0.000
C -4.83 4.14 -1.02 0.000
C -4.11 3.74 0.10 -0.002
H -1.17 4.52 0.31 0.003
H 0.60 6.10 -0.28 -0.001
H 2.96 5.42 -0.38 0.000
H 4.65 3.57 -0.13 0.001
H 5.11 1.18 0.40 0.000
H 3.20 -0.32 0.94 -0.009
H -2.06 1.45 -1.37 0.010
H -3.35 2.20 -3.37 0.000
H -5.12 3.91 -3.13 0.000
H -5.61 4.88 -0.91 0.000
H -4.29 4.17 1.07 0.000
C 3.30 -3.97 -1.55 0.000
C 2.72 -3.06 -0.43 0.011
N 1.69 -2.18 -0.97 0.011
C 0.62 -2.97 -1.57 0.006
C 1.16 -3.80 -2.77 0.000
N 2.64 -3.55 -2.84 0.001
C 2.91 -2.10 -3.12 0.000
C 2.26 -1.28 -1.97 0.031
H 3.07 -5.02 -1.40 0.000
H 4.37 -3.85 -1.68 0.000
H 3.51 -2.46 0.01 0.000
H 2.27 -3.67 0.35 0.000
H -0.15 -2.28 -1.91 0.006
H 0.18 -3.61 -0.81 -0.006
H 0.73 -3.49 -3.72 0.000
H 1.01 -4.87 -2.64 0.000
H 3.03 -4.11 -3.60 -0.001
H 2.50 -1.87 -4.10 0.000
H 3.99 -1.98 -3.16 0.000
H 1.46 -0.65 -2.35 -0.015
H 3.00 -0.64 -1.51 0.013
C -3.13 -1.99 -2.07 0.003
S -2.29 -1.89 -0.47 0.002
C -3.72 -1.43 0.49 0.004
O -1.39 -0.68 -0.63 -0.017
H -3.97 -1.30 -2.09 0.001
H -3.46 -3.01 -2.25 0.000
H -2.40 -1.69 -2.82 0.000
H -4.52 -2.10 0.19 0.001
H -3.96 -0.38 0.28 0.000
H -3.48 -1.56 1.55 -0.001
```

As for the expectation value of S²: 6.01. The calculation puts the HOMO energy (alpha / beta) at -9.5021 / -9.8628 eV. The calculation puts the LUMO energy (alpha / beta) at -3.065 / -3.068 eV. As for the orbital gap (alpha / beta): 6.44 / 6.80 eV. Its net charge is +1. As for the spin multiplicity: 5.